One molecule with the formula C16H23NO4. Source: the OMol25 dataset; level of theory: wB97M-V/def2-TZVPD.

XYZ file:
```
44
Properties=species:S:1:pos:R:3:forces:R:3:lowdin_charge:R:1
C 2.698 2.883 2.568 0.1739 -0.1780 -0.3116 0.114
C 3.050 2.291 1.588 -0.1836 0.1885 0.3586 -0.106
C 3.424 1.536 0.405 0.1755 -0.1710 -0.4927 -0.172
N 2.362 0.653 -0.020 0.1689 -0.2501 0.3488 0.084
C 1.681 0.860 -1.166 0.0615 0.0593 -0.0702 -0.425
O 1.957 1.737 -1.965 -0.0453 0.0762 -0.0815 0.066
C 0.538 -0.076 -1.373 -0.4399 -0.0329 -0.4361 -0.158
C -0.344 0.108 -2.353 0.2279 -0.1318 0.1752 0.055
C -1.536 -0.773 -2.566 -0.1489 -0.0492 0.2450 -0.260
C -2.811 0.020 -2.339 0.0977 -0.0455 -0.0839 -0.273
C -3.350 0.885 -3.436 0.0554 0.1761 -0.0020 -0.113
C -4.064 -0.378 -3.059 -0.1286 -0.1303 0.0831 -0.113
C -1.457 -2.001 -1.647 0.1899 0.2898 0.1817 -0.043
C -0.831 -1.643 -0.298 -0.4217 -0.7456 0.0970 -0.348
O -1.692 -0.767 0.376 -0.0683 -0.1063 -0.2382 -0.068
C -1.194 -0.242 1.597 0.1766 0.0665 0.1667 -0.177
C -1.292 -1.216 2.776 0.0114 0.2638 -0.1727 -0.159
C -0.414 -0.779 3.951 0.2082 -0.2677 -0.3414 -0.178
C 1.073 -1.099 3.752 -0.2529 -0.1006 0.4937 -0.252
O 1.708 -0.341 2.748 0.1834 0.2800 -0.2923 -0.092
O 0.457 -1.098 -0.451 0.3116 0.2722 -0.1296 0.002
H 2.419 3.435 3.416 -0.1596 0.3112 0.4505 0.023
H 3.612 2.226 -0.425 0.0805 -0.1651 0.1336 0.128
H 4.332 0.959 0.616 -0.0894 0.1400 -0.1147 0.133
H 2.063 -0.071 0.620 -0.0780 0.0285 -0.0348 0.109
H -0.208 0.952 -3.010 0.1301 0.1467 -0.0076 0.131
H -1.533 -1.116 -3.607 -0.0238 0.0273 0.0226 0.152
H -2.912 0.373 -1.322 -0.0876 0.0599 -0.0433 0.136
H -3.799 1.830 -3.175 -0.0536 0.0436 0.0580 0.097
H -2.819 0.904 -4.376 0.0849 -0.0652 -0.0964 0.101
H -5.005 -0.302 -2.536 -0.0519 0.0538 0.0563 0.096
H -4.017 -1.211 -3.744 0.0798 -0.0768 -0.0826 0.100
H -0.827 -2.768 -2.101 -0.0247 -0.0389 0.0459 0.131
H -2.451 -2.410 -1.474 -0.0011 -0.0843 -0.0127 0.131
H -0.659 -2.558 0.296 -0.0191 0.2744 -0.1123 0.160
H -1.802 0.646 1.788 0.0978 -0.0396 0.0532 0.136
H -0.154 0.066 1.462 -0.2250 0.0463 0.0424 0.103
H -2.333 -1.289 3.094 -0.0182 -0.0800 -0.0510 0.114
H -0.976 -2.209 2.450 -0.0190 -0.0904 0.0132 0.108
H -0.537 0.294 4.121 0.0042 0.0689 0.1395 0.117
H -0.740 -1.301 4.852 -0.0004 0.0750 0.0846 0.112
H 1.599 -0.966 4.708 -0.0398 -0.0916 -0.0987 0.117
H 1.187 -2.140 3.441 -0.0264 0.0136 0.1109 0.123
H 1.739 0.589 3.011 0.0876 -0.0204 -0.0542 0.059
```
Forces are in eV/Å.

Computed properties:
LUMO energy = 0.0283 Eh
SMILES = C#CCNC(=O)C1=C[C@H](C2CC2)C[C@H](OCCCCO)O1
orbital gap = 9.648 eV
E_HOMO = -0.3262 hartree
total charge = 0
maximum force = 0.017 Eh/bohr

C16H23O6SSiYb as an isolated structure in a non-equilibrium geometry. Source: the OMol25 dataset; level of theory: wB97M-V/def2-TZVPD.

XYZ file:
```
48
Properties=species:S:1:pos:R:3:forces:R:3:lowdin_spin:R:1
Yb 0.589 -0.064 -1.568 -0.8356 -1.2671 -0.2633 1.002
O -0.425 2.978 -4.180 -0.2130 -0.1248 0.1076 0.000
C -0.170 2.697 -2.918 0.2000 0.1329 -0.0438 0.000
O -0.704 1.764 -2.343 0.1989 -0.1276 0.3465 0.000
C 0.750 3.718 -2.263 0.1127 -0.1028 0.0203 0.000
O 1.589 3.194 -1.266 -0.0909 0.0074 0.0690 0.000
C 2.859 2.679 -1.677 0.0118 0.1219 -0.1242 0.000
C 2.575 1.258 -2.106 0.3618 -0.0562 -0.1619 0.000
O 1.795 1.116 -3.100 0.2772 0.2197 0.0377 0.000
O 2.812 0.284 -1.342 0.1100 0.5690 0.0102 0.000
H -1.028 2.282 -4.500 0.0317 0.0808 -0.1099 0.000
H 0.080 4.421 -1.762 0.0066 0.0743 0.0026 0.000
H 1.305 4.252 -3.035 0.0283 -0.0356 -0.0573 0.000
H 3.497 2.699 -0.801 0.0271 0.0232 0.0445 0.000
H 3.289 3.272 -2.488 -0.0133 0.0232 -0.0200 0.000
C 1.828 -2.985 -0.083 0.0074 -0.0519 -0.0811 0.000
O 1.470 -2.318 -1.299 -0.1311 0.5439 0.1014 0.000
H 2.439 -3.859 -0.305 0.0135 -0.0346 0.0119 0.000
H 0.941 -3.273 0.480 -0.0218 -0.0077 0.0096 0.000
H 2.403 -2.278 0.506 -0.0006 0.0429 -0.0055 0.000
H 0.981 -2.874 -1.923 -0.0718 -0.0430 0.0487 0.000
C 0.905 -1.254 4.408 0.0450 -0.3463 0.1049 0.000
Si 0.654 0.436 3.693 -0.0402 -0.0118 -0.1918 0.000
C 2.161 1.472 3.965 0.3339 0.2178 0.0936 0.000
C -0.823 1.241 4.457 -0.3275 0.1567 0.1347 0.000
C 0.380 0.273 1.897 -0.1529 -0.0977 -0.3999 -0.001
C 0.180 0.146 0.694 0.0652 0.0182 0.2162 -0.001
H 1.001 -1.218 5.497 0.0023 -0.0227 -0.0453 0.000
H 1.810 -1.709 3.999 -0.0517 -0.0210 0.0391 0.000
H 0.057 -1.897 4.157 0.0575 -0.0060 0.0494 0.000
H 2.352 1.608 5.033 0.0348 0.0181 -0.0447 0.000
H 2.037 2.457 3.509 0.0377 -0.0309 0.0253 0.000
H 3.037 0.997 3.516 -0.0072 0.0574 0.0253 0.000
H -0.717 1.308 5.543 -0.0384 0.0176 -0.0289 0.000
H -1.725 0.666 4.231 0.0145 0.0546 0.0500 0.000
H -0.959 2.250 4.060 -0.0251 -0.0403 0.0387 0.000
S -0.677 -1.509 -3.380 -0.1497 -0.1718 -0.0004 0.000
C -2.142 -1.892 -2.431 0.0184 0.2186 0.0561 0.000
C -2.107 -2.685 -1.283 0.0192 -0.0214 0.0580 0.000
C -3.262 -2.947 -0.554 0.0357 0.0357 -0.0424 0.000
C -4.481 -2.426 -0.960 0.0483 -0.0142 -0.0338 0.000
C -4.532 -1.640 -2.104 0.0759 0.0155 -0.0189 0.000
C -3.378 -1.371 -2.826 -0.0347 0.0001 -0.0043 0.000
H -1.165 -3.105 -0.950 -0.0106 -0.0021 -0.0082 0.000
H -3.202 -3.558 0.338 0.0130 0.0027 -0.0157 0.000
H -5.381 -2.632 -0.395 0.0132 0.0069 -0.0007 0.000
H -5.477 -1.224 -2.432 0.0152 -0.0076 -0.0099 0.000
H -3.423 -0.751 -3.713 -0.0002 -0.0138 0.0105 0.000
```
Forces are in eV/Å.

Computed properties:
LUMO energy (spin up / spin down) = 0.0133 / 0.0107 Eh
orbital gap (spin up / spin down) = 8.221 / 8.152 eV
E_HOMO (spin up / spin down) = -0.2888 / -0.2889 hartree
total charge = 0
maximum force = 0.030 Eh/bohr
2S+1 = 2

C16H24Ag2F12O8 as an isolated structure in a non-equilibrium geometry. Source: the OMol25 dataset; level of theory: wB97M-V/def2-TZVPD.

XYZ file:
```
62
Properties=species:S:1:pos:R:3:forces:R:3:lowdin_charge:R:1
Ag -0.319 -0.539 -0.046 -0.3277 0.0718 0.4610 0.750
Ag 2.479 -0.833 -0.956 -1.3643 0.2889 0.5622 0.741
C -3.696 0.270 1.229 4.5987 0.6337 -0.7450 -0.461
O -3.887 1.283 2.255 -1.5979 1.1627 0.3854 -0.132
O -2.359 -0.038 1.184 -1.8443 -0.7450 0.0927 -0.267
C -4.673 -0.985 1.351 0.2996 1.2086 -0.4471 -0.510
F -4.375 -1.885 2.310 -0.4606 0.7919 -0.2528 0.124
F -5.939 -0.500 1.495 -0.2610 -0.3662 0.8786 0.077
F -4.775 -1.696 0.195 0.7153 0.2638 0.2427 0.096
C -3.665 2.723 1.926 1.0710 -2.0600 2.0136 -0.228
C -4.476 3.602 2.886 -0.6349 0.0259 -1.9474 -0.102
H -4.534 4.545 2.342 -0.1632 0.4097 0.0568 0.053
H -5.466 3.155 2.790 -0.3090 0.2632 0.9802 0.069
H -4.108 3.879 3.873 -0.0078 -0.9016 0.0296 0.065
H -3.873 3.002 0.893 -0.0901 -0.4340 -0.1096 0.108
H -2.625 2.910 2.192 0.3389 -0.0912 -0.7472 0.109
H -3.896 0.817 0.309 -1.2455 -0.2772 -0.7193 0.108
C 2.161 2.458 -0.838 -3.4977 -2.4849 -1.0913 -0.429
O 3.001 1.948 -1.870 2.4886 0.1982 -0.3349 -0.164
O 1.249 1.425 -0.515 2.3416 2.1238 0.1767 -0.285
C 2.988 3.150 0.304 -4.0119 -2.9141 -0.6939 -0.702
F 3.761 4.050 -0.134 2.8812 2.8966 -1.5808 0.202
F 2.162 3.753 1.175 -0.8003 0.4635 0.3517 0.129
F 3.640 2.271 0.985 1.8468 -1.5841 1.2729 0.182
C 2.614 2.004 -3.262 -0.0922 -0.0086 2.5601 -0.258
C 3.522 1.020 -3.987 -1.2895 1.3054 -0.6438 -0.074
H 2.937 0.936 -4.903 0.3018 -1.0709 -0.4171 0.067
H 4.457 1.483 -4.301 0.1907 -0.1168 0.4588 0.064
H 3.653 0.106 -3.407 -0.0950 0.0054 -0.3462 0.060
H 2.640 3.012 -3.676 0.6027 0.3484 -0.0170 0.105
H 1.545 1.789 -3.255 -0.1463 -0.8012 -0.3885 0.105
H 1.634 3.251 -1.369 -0.4535 0.9406 0.3329 0.128
C 2.558 -1.907 2.173 -1.9329 -0.9715 -4.3228 -0.426
O 2.233 -3.263 2.549 -0.3135 0.2484 3.0550 -0.092
O 1.576 -1.507 1.241 1.7227 0.8016 1.9456 -0.310
C 3.219 -0.973 3.227 -2.0953 0.3775 -1.9983 -0.630
F 3.760 0.071 2.586 -0.7580 1.1791 -0.3856 0.127
F 2.462 -0.535 4.245 -0.0093 0.2547 0.1231 0.137
F 4.271 -1.553 3.689 2.2168 -2.1790 2.2392 0.167
C 1.613 -3.446 3.870 0.9703 0.2770 -0.7824 -0.252
C 1.820 -4.880 4.287 0.2906 0.5499 0.6362 -0.098
H 1.839 -4.949 5.374 -1.0977 0.0039 0.3233 0.058
H 1.029 -5.470 3.824 0.7211 -0.6963 0.0572 0.076
H 2.878 -5.118 4.179 -0.1407 -0.5742 -1.2440 0.073
H 0.552 -3.196 3.882 -0.0373 0.2133 -0.3015 0.122
H 2.118 -2.839 4.622 0.0028 0.3512 -0.1532 0.094
H 3.423 -2.125 1.547 0.8325 0.1495 0.1801 0.113
C 0.036 -1.694 -3.081 0.8730 0.3879 3.1669 -0.389
O -0.822 -0.655 -2.542 -1.0041 -0.4121 1.0303 -0.177
O 0.737 -2.268 -1.965 -1.4932 1.6828 -3.4754 -0.287
C -0.863 -2.676 -3.872 0.4960 -2.1505 1.2731 -0.566
F -0.296 -3.911 -3.930 0.3997 0.0592 0.0293 0.096
F -2.056 -2.902 -3.294 -0.1345 0.5453 0.0861 0.136
F -1.103 -2.389 -5.150 -0.1283 1.0871 -0.8003 0.125
C -1.633 0.158 -3.352 1.2536 0.2504 -0.9505 -0.309
C -1.937 1.386 -2.598 -0.5870 1.1716 1.6251 -0.088
H -2.521 1.011 -1.758 -0.2690 0.5685 0.3504 0.070
H -1.119 1.960 -2.163 0.6180 -0.6345 -0.0320 0.071
H -2.481 2.164 -3.134 -0.5128 -0.4075 -0.3807 0.071
H -2.596 -0.266 -3.639 0.0909 -0.6330 -0.1848 0.118
H -1.066 0.445 -4.237 0.0759 -0.2726 -0.6446 0.112
H 0.589 -1.038 -3.754 0.9653 -0.7740 -0.8387 0.129
```
Forces are in eV/Å.

Computed properties:
LUMO energy = 0.1705 Eh
orbital gap = 6.705 eV
E_HOMO = -0.0759 hartree
total charge = -2
maximum force = 0.097 Eh/bohr